<A>
Computed, not measured: the molecule C5H10N2, with ωB97M-V/def2-TZVPD.

The LUMO energy is 0.928 eV. As for the HOMO energy: -9.274 eV.

ORCA input file:
```
! wB97M-V def2-TZVPD RIJCOSX def2/J DEFGRID3
* xyz 0 1
C 1.304 -1.472 -0.552
C 0.825 -0.720 0.687
C 0.742 0.807 0.656
C 1.111 1.572 -0.594
C -1.351 -0.142 -0.317
H 0.912 -0.977 -1.541
H 0.979 -2.577 -0.492
H 2.394 -1.625 -0.559
H 1.048 -1.128 1.659
H 0.906 1.421 1.569
H 2.086 2.133 -0.513
H 1.203 0.921 -1.511
H 0.250 2.341 -0.722
H -1.014 -0.381 -1.362
H -3.146 -0.068 -0.870
N -0.461 -0.035 0.774
N -2.596 -0.011 -0.050
*
```


<B>
Computed, not measured: a structure of composition C5H10N2, with ωB97M-V/def2-TZVPD.

The LUMO energy is 0.994 eV. As for the HOMO energy: -8.539 eV.

ORCA input file:
```
! wB97M-V def2-TZVPD RIJCOSX def2/J DEFGRID3
* xyz 0 1
C 1.054 0.164 0.275
C 2.382 -0.411 -0.068
C -2.271 0.342 0.570
C -1.234 -0.487 -0.121
C -0.006 0.288 -0.711
N -1.426 -1.720 -0.309
N 0.184 1.658 -0.478
H 0.823 0.243 1.333
H -0.670 -2.196 -0.798
H 0.334 2.202 0.366
H 0.197 -0.078 -1.721
H 2.425 -0.668 -1.129
H 3.183 0.318 0.090
H 2.608 -1.308 0.508
H -1.824 0.929 1.372
H -3.046 -0.306 0.970
H -2.713 1.032 -0.148
*
```


Most stable to least stable, the ends of the list are <A> and <B>.